[1]
57
Properties=species:S:1:pos:R:3 method="wB97M-V/def2-TZVPD" homo_lumo_gap_ev="5.368 / 5.493" spin_multiplicity=5 de_lowest_kj_mol=10.3 s_squared=6.048
H -1.42 3.08 -4.85
N -2.08 -2.28 -0.22
N 3.85 -2.51 0.28
H -2.05 -1.07 3.76
H 3.21 0.80 0.76
H -0.47 -1.54 3.10
N -0.23 1.40 -0.72
C -2.79 0.32 1.54
N -1.50 -4.31 0.28
N 3.10 -3.59 0.54
N 0.35 -0.89 -1.93
N -2.48 -3.51 -0.16
H -0.93 0.93 -5.94
N 1.84 -1.79 0.50
H 0.72 -3.29 -4.23
C -0.79 1.05 -4.87
C -0.48 -3.49 0.48
H -1.23 0.92 3.93
H -0.92 4.66 -0.30
H 3.00 2.89 4.47
H -3.12 -0.46 0.86
C 0.54 1.27 2.79
C 0.63 -2.06 -2.48
N -1.45 0.00 2.05
C 1.18 2.00 3.78
C -0.43 1.32 -2.10
N 0.77 -3.91 0.87
C -0.37 2.64 -0.15
H -0.10 2.72 0.89
H 0.60 2.33 4.64
H -1.96 -2.04 2.29
H -1.44 2.01 2.58
Ir 0.46 -0.35 0.19
C -0.13 0.12 -2.72
H 4.29 2.14 2.48
H 0.91 -4.90 0.97
N -0.80 -2.23 0.21
H -3.50 0.41 2.37
C -1.07 2.23 -4.27
C 0.01 -1.30 -4.66
C 2.52 2.31 3.69
C -0.30 -0.06 -4.12
C -1.11 3.63 -2.21
C -0.94 1.09 2.88
H 1.00 -2.84 -1.82
C 1.87 -3.14 0.65
H -2.75 1.27 1.00
C 0.48 -2.31 -3.84
C -0.82 3.73 -0.83
C 3.24 1.89 2.58
C 1.27 0.79 1.69
H -0.12 -1.46 -5.72
H -1.46 4.48 -2.77
N 3.14 -1.45 0.25
C -0.89 2.42 -2.85
C 2.62 1.14 1.60
C -1.48 -1.24 2.84

***

[2]
50
Properties=species:S:1:pos:R:3 method="wB97M-V/def2-TZVPD" homo_lumo_gap_ev=8.234 spin_multiplicity=1 charge=+1
H -3.82 -0.31 2.30
H 4.12 -3.94 -3.81
C 0.65 0.43 -3.44
H 0.32 1.10 -4.28
H 2.46 -0.81 -2.86
H -0.22 2.55 0.38
C 0.43 -4.07 -4.08
C -3.63 1.68 5.61
C -0.40 -3.33 -5.00
H -3.58 2.24 6.54
C 0.67 4.98 2.57
O -1.92 3.89 5.67
C -0.19 4.67 3.62
C 4.87 -3.24 -1.78
H 2.45 -0.26 -4.65
H -0.17 5.26 4.52
O 5.63 -2.34 -1.58
H -1.26 -3.75 -5.59
C -1.08 2.83 2.34
N 0.04 -1.97 -5.00
C -0.22 3.14 1.29
C -4.56 -0.12 4.31
H -0.34 -1.18 -5.52
H 0.36 -5.15 -3.80
C -2.03 1.69 2.19
C -1.94 3.23 4.65
N 1.38 -3.18 -3.50
C 3.85 -3.20 -3.00
H -5.23 -0.97 4.22
C 2.39 -3.54 -2.47
O 4.80 -4.41 -0.97
C 1.83 -0.60 -3.77
C -3.76 0.25 3.23
C -1.06 3.58 3.51
H 4.01 -4.25 -0.40
H 3.96 -2.17 -3.44
C 1.09 -1.97 -4.09
C -2.84 2.06 4.53
H 2.14 -3.09 -1.47
H -1.06 0.51 -2.17
C 0.06 0.41 -2.19
H 2.34 -4.67 -2.37
H 1.35 5.82 2.66
H 0.65 0.26 -1.24
C -2.90 1.33 3.34
O -2.09 1.07 1.15
H -5.09 0.30 6.35
H 1.34 4.44 0.60
C -4.48 0.59 5.50
C 0.66 4.21 1.41

***

[3]
54
Properties=species:S:1:pos:R:3 method="wB97M-V/def2-TZVPD" homo_lumo_gap_ev=7.698 spin_multiplicity=1 smiles="CC[C@@H](Sc1ncccc1C(=O)Oc1cccc([N+](=O)[O-])c1)C(=O)Nc1ccccc1OC" de_lowest_kj_mol=296.8
H 4.06 1.33 0.91
C -0.15 -4.09 2.35
C 0.83 -1.63 1.66
H -0.92 -0.93 -5.74
N 2.00 -1.27 -1.40
S 1.54 -0.07 1.27
H -1.53 -3.77 -0.54
C -1.98 1.43 -0.63
H 1.28 0.19 -5.68
O -3.28 5.86 0.95
O -2.62 -1.05 0.80
H -1.76 0.53 -1.19
C 1.21 -3.81 2.22
C -0.75 -1.72 -3.76
C -1.66 1.50 0.72
C -1.52 -3.23 -1.49
C -2.83 3.67 -0.55
O -2.47 4.95 2.72
H -1.54 -3.94 -2.32
C 4.53 0.07 2.59
C -1.91 2.65 1.45
N 1.68 -2.63 1.88
C -2.50 3.73 0.80
H 1.55 -1.87 -0.73
H 3.30 -1.63 0.88
C 0.93 -0.37 -4.83
H -2.11 -3.23 2.09
H 5.20 0.04 0.54
C -1.04 -3.07 2.06
C 3.18 -0.59 0.58
C -0.30 -1.00 -4.86
H -1.66 2.72 2.49
H 2.68 0.04 -3.65
H -1.72 -2.19 -3.81
C 3.00 -0.46 -0.94
H -2.81 2.45 -2.31
C 4.30 0.29 1.11
H -3.29 4.53 -1.02
H -0.49 -5.07 2.64
C -1.52 -0.80 1.25
C 0.03 -1.81 -2.63
H -2.39 -2.57 -1.53
O -0.31 -2.50 -1.48
H 4.79 -0.97 2.79
H 3.64 0.32 3.16
H 1.96 -4.57 2.40
H 5.35 0.70 2.94
C -0.56 -1.81 1.71
C 1.73 -0.45 -3.70
C 1.28 -1.17 -2.59
C -2.57 2.51 -1.26
O -1.03 0.45 1.36
O 3.66 0.29 -1.62
N -2.77 4.94 1.54

***

[4]
60
Properties=species:S:1:pos:R:3 method="wB97M-V/def2-TZVPD" homo_lumo_gap_ev="5.428 / 5.349" spin_multiplicity=1 de_lowest_kj_mol=48.3 charge=+2
H -1.38 -0.83 3.57
C -4.28 -2.98 2.02
H -3.74 -2.75 -0.84
C 4.39 -5.57 1.27
H -5.07 -3.58 1.59
N -1.61 -0.99 0.69
S 1.03 -2.85 0.02
H -3.03 -1.97 5.01
C -3.35 -2.32 1.23
C 4.03 -4.49 2.08
C 3.42 1.89 0.95
H 5.34 -6.90 2.65
H 3.93 -6.63 -0.53
C -4.14 -2.82 3.38
C 2.63 -4.97 -0.27
O 1.10 -1.59 0.99
H 4.58 -4.32 3.00
C 2.88 1.51 -0.26
O 1.34 -2.34 -1.30
C 1.62 0.73 -1.89
C 3.48 1.85 -1.47
N -3.19 -2.25 -0.17
F -0.79 1.63 0.13
O -0.26 -3.46 0.13
C -3.10 -2.05 3.93
F 0.68 2.86 2.19
B -0.54 2.63 2.64
N 2.64 1.34 -2.47
H -1.01 -2.05 -2.11
C 0.51 0.02 -2.58
C 2.31 -3.89 0.55
H 2.71 -2.82 2.37
H 5.14 2.83 -2.47
N 1.70 0.80 -0.57
H 6.45 -5.90 1.75
H -1.18 0.87 -1.67
F -1.33 3.58 3.06
H 5.03 2.98 1.83
C 5.20 2.96 -0.31
H 2.80 1.42 -3.47
H 0.29 0.53 -3.52
H 5.67 -7.27 0.95
H -2.40 -1.01 -2.46
C -2.15 -1.48 -0.43
C -1.58 -1.19 -1.76
F -0.93 1.34 2.70
C -2.33 -1.54 1.77
Os 0.13 -0.01 0.41
H -4.84 -3.31 4.04
C 4.66 2.57 -1.53
H 0.81 -1.00 -2.78
C 4.59 2.63 0.90
C 3.67 -5.79 0.10
C 2.99 -3.65 1.74
H 6.11 3.54 -0.30
H 2.95 1.63 1.89
H 2.07 -5.15 -1.18
N -0.67 -0.02 -1.68
C 5.52 -6.47 1.67
C -2.18 -1.41 3.14

***

| no. | E_tot (hartree) |
| --- | --- |
| 1 | -1650.31666 |
| 2 | -1299.21351 |
| 3 | -1902.89118 |
| 4 | -2302.02725 |